# 1
Molecular formula: C2HBr2ClF2
Method: DFT, wB97M-V/def2-TZVPD

Last column: natural (NBO) charge in e.
Positions of all 8 atoms, in Å:
C1 -0.03071 0.54305 1.62513  0.077
C2 2.63081 -0.10107 0.91967  0.133
F1 -0.46345 -0.67359 2.02915  -0.324
F2 3.22281 0.43573 1.98927  -0.333
Cl1 -0.19233 1.12310 0.15683  0.107
Br1 2.73704 0.89611 -0.62661  0.114
Br2 3.18926 -1.90062 0.63504  0.075
H1 -0.12434 1.25109 2.41817  0.152

Cartesian forces (eV/Å) of the 6 atoms listed first:
C -0.1 -0.7 4.0
C 1.2 -1.1 0.3
F 0.1 0.2 -1.0
F -0.5 0.0 -0.4
Cl -1.5 0.5 -3.1
Br 0.8 0.8 -0.7

The HOMO energy (spin up / spin down) is -7.75 / -10.52 eV. The orbital gap (spin up / spin down) is 8.2 / 9.0 eV. Its expectation value of S² is 2.01. The relative energy (zero: lowest compared OMol25 entry of this formula, charge and spin) comes out at 0.0 kcal per mole. Its total energy is -160127.789 eV. As for the spin multiplicity: 3.



# 2
Molecular formula: C2H11N2O
Method: DFT, wB97M-V/def2-TZVPD

Last column: natural (NBO) charge in e.
Positions of all 16 atoms, in Å:
C1 0.39563 1.14381 -1.22295  -0.253
N1 -0.86861 0.67014 -1.81011  -0.872
C2 0.17312 1.17564 0.27397  -0.239
N2 -0.57726 -0.03745 0.71333  -0.712
H1 1.22907 0.51192 -1.51754  0.217
H2 0.65843 2.15577 -1.52696  0.228
H3 -0.74001 0.01040 -2.55548  0.391
H4 -1.39229 1.40497 -2.25216  0.393
H5 1.05963 1.39018 0.86510  0.238
H6 -0.48623 2.00492 0.54033  0.217
H7 -1.18721 0.11598 1.50975  0.434
H8 0.08746 -0.77918 1.01229  0.471
H9 -1.13711 -0.24482 -0.12938  0.462
H10 0.45200 -3.28894 1.78877  0.502
H11 1.61253 -2.46114 2.17132  0.497
O1 0.76814 -2.37487 1.69396  -0.974

Cartesian forces (eV/Å) of the 6 atoms listed first:
C -0.4 0.0 -0.3
N 0.2 -0.1 -0.2
C -0.5 1.3 0.9
N 1.3 -0.1 0.5
H 0.0 -0.2 0.1
H 0.0 0.0 -0.1

The HOMO energy is -14.52 eV. The orbital gap is 11.5 eV. Its net charge is +1. The relative energy (zero: lowest compared OMol25 entry of this formula, charge and spin) comes out at 2.2 kcal per mole. Its total energy is -7274.178 eV.



# 3
Molecular formula: C8H4BrN
Method: DFT, wB97M-V/def2-TZVPD

Last column: natural (NBO) charge in e.
Positions of all 14 atoms, in Å:
H1 4.24866 -1.91488 -3.61605  0.382
N1 3.40034 -1.56218 -3.18403  -0.603
C1 2.95390 -0.47773 -3.53762  0.232
Br1 3.51790 0.79640 -4.83789  0.082
C2 1.46035 0.06141 -2.68842  -0.048
C3 0.75597 0.20162 -1.71169  -0.027
C4 -0.11799 0.36259 -0.70070  -0.112
C5 -0.80747 0.43029 0.30216  0.096
C6 -1.51803 0.42323 1.44901  -0.166
C7 -2.10507 0.40799 2.50758  0.128
C8 -2.80954 0.33331 3.76016  -0.698
H2 -2.46880 -0.53417 4.32832  0.245
H3 -3.88228 0.23799 3.58190  0.245
H4 -2.62793 1.23414 4.34725  0.244

Cartesian forces (eV/Å) of the 6 atoms listed first:
H 0.0 0.3 -0.2
N 0.1 -0.3 0.1
C -4.1 1.8 1.9
Br 0.0 -0.3 0.3
C 4.1 -1.5 -1.7
C 0.6 0.0 -1.4

The structure (SMILES) is [H]/N=C(\Br)C#CC#CC#CC. The HOMO energy is -8.75 eV. The orbital gap is 8.7 eV. The relative energy (zero: lowest compared OMol25 entry of this formula, charge and spin) comes out at 0.0 kcal per mole. Its total energy is -79886.550 eV.



# 4
Molecular formula: C6H10O
Method: DFT, wB97M-V/def2-TZVPD

Last column: natural (NBO) charge in e.
Positions of all 17 atoms, in Å:
C1 1.32993 0.54105 1.73635  -0.409
C2 0.44008 0.46219 0.75833  0.043
C3 -0.98337 -0.07212 0.67807  -0.475
C4 -0.95750 0.28057 -0.81301  0.217
C5 -1.65202 -0.33317 -1.93805  -0.105
O1 -2.00886 0.96093 -1.45696  -0.479
C6 0.46499 0.84312 -0.71568  -0.475
H1 2.32387 0.94863 1.56988  0.204
H2 1.10957 0.17339 2.73549  0.204
H3 -1.10262 -1.13539 0.91753  0.224
H4 -1.71876 0.50777 1.24580  0.235
H5 -1.17973 -0.34967 -2.92078  0.181
H6 -2.38930 -1.11595 -1.75736  0.182
H7 0.52071 1.91939 -0.90972  0.235
H8 1.22197 0.32939 -1.32015  0.224
H9 2.49893 -2.28731 1.12705  -0.011
H10 2.08213 -1.67283 1.06320  0.003

Cartesian forces (eV/Å) of the 6 atoms listed first:
C -0.1 0.0 -0.1
C 0.2 0.1 0.3
C -0.1 0.0 0.1
C 0.1 -0.1 0.0
C 0.0 -0.3 -0.1
O -0.1 0.2 0.0

The structure (SMILES) is C=C1CC2(CO2)C1.[H][H]. The HOMO energy is -9.52 eV. The orbital gap is 10.5 eV. The relative energy (zero: lowest compared OMol25 entry of this formula, charge and spin) comes out at 71.1 kcal per mole. Its total energy is -8428.157 eV.



# 5
Molecular formula: C3H4FI
Method: DFT, wB97M-V/def2-TZVPD

Last column: natural (NBO) charge in e.
Positions of all 9 atoms, in Å:
F1 0.76805 -1.81316 -0.08313  -0.329
C1 0.66860 -0.49544 -0.00525  0.249
I1 2.57976 0.42867 0.07101  0.093
C2 -0.56206 0.30402 -0.68910  -0.434
C3 -0.43012 0.08282 0.79296  -0.484
H1 -1.11843 -0.30496 -1.31427  0.215
H2 -0.43259 1.17522 -1.21137  0.216
H3 -0.16304 1.02017 1.23287  0.230
H4 -1.31018 -0.39735 1.20629  0.244

Cartesian forces (eV/Å) of the 6 atoms listed first:
F -0.1 -1.1 -0.5
C -1.5 2.2 -0.5
I -0.2 -0.1 0.0
C 2.7 -2.6 1.1
C -1.0 1.3 -0.5
H -1.4 -1.7 -0.5

The structure (SMILES) is FC1(I)CC1. The HOMO energy is -9.32 eV. The orbital gap is 9.8 eV. The relative energy (zero: lowest compared OMol25 entry of this formula, charge and spin) comes out at 16.4 kcal per mole. Its total energy is -13992.051 eV.



# 6
Molecular formula: C5H8O2
Method: DFT, wB97M-V/def2-TZVPD

Last column: natural (NBO) charge in e.
Positions of all 15 atoms, in Å:
O1 1.79160 1.22045 -0.87786  -0.527
C1 1.02600 0.29227 -0.89335  0.615
C2 0.03620 -0.20122 -1.93780  -0.519
C3 -0.88735 -0.50800 -0.72334  -0.385
C4 0.32508 -0.43251 0.25755  -0.351
C5 0.29046 0.38095 1.54225  -0.057
O2 -0.88921 0.08720 2.26401  -0.719
H1 -0.28066 0.54272 -2.67546  0.230
H2 0.37165 -1.10327 -2.46141  0.232
H3 -1.37985 -1.47964 -0.74200  0.218
H4 -1.62601 0.27936 -0.55636  0.219
H5 0.67826 -1.45148 0.45573  0.231
H6 1.18981 0.14998 2.13699  0.170
H7 0.34984 1.44682 1.28052  0.171
H8 -0.99580 0.77635 2.93053  0.471

Cartesian forces (eV/Å) of the 6 atoms listed first:
O -0.1 -0.5 -0.1
C 0.4 0.3 0.0
C 0.0 0.0 -0.1
C -0.3 -0.1 0.1
C 0.0 0.0 0.1
C 0.3 0.1 -0.3

The structure (SMILES) is O=C1CC[C@@H]1CO. The HOMO energy is -9.59 eV. The orbital gap is 10.4 eV. The relative energy (zero: lowest compared OMol25 entry of this formula, charge and spin) comes out at 30.1 kcal per mole. Its total energy is -9408.528 eV.



# 7
Molecular formula: C30H39F6N7O5Pb
Method: DFT, wB97M-V/def2-TZVPD

Last column: Mulliken charge in e.
Positions of all 88 atoms, in Å:
Pb1 0.47690 1.66526 -0.58686  0.841
C1 -3.99291 0.16154 -1.90936  -1.973
C2 -2.71193 0.90347 -1.47060  -0.210
N1 -1.53100 0.81327 -1.97081  0.987
C3 -1.36505 0.78111 -3.43874  -1.001
C4 0.10637 0.46331 -3.79405  -0.619
N2 0.47690 -0.84693 -3.27568  0.120
C5 1.68087 -1.40514 -3.86317  -0.504
C6 2.18125 -2.58645 -2.99124  -0.981
N3 2.34277 -2.31439 -1.59340  0.783
C7 2.54255 -3.30941 -0.58068  -1.038
C8 2.47244 -2.75241 0.91382  -0.161
N4 0.22064 -2.07332 1.44484  1.897
C9 0.32039 -0.90231 2.17163  0.322
C10 1.55793 -0.57929 2.88638  -2.138
C11 -0.72429 0.06769 2.21741  0.289
C12 -1.06769 0.61992 3.45931  -0.844
C13 -2.22770 1.42657 3.48323  -1.073
C14 -2.72952 1.94821 2.33466  -1.151
C15 -1.99053 1.75317 0.99422  1.995
N5 -1.11752 0.63698 1.04715  0.126
H1 -4.62662 0.03794 -1.01294  0.457
H2 -3.71491 -0.80192 -2.41798  0.434
H3 -4.63463 0.77091 -2.58940  0.324
H4 -1.70633 1.76063 -3.92235  0.148
H5 -2.04972 -0.00067 -3.78469  0.359
H6 0.80432 1.26238 -3.54155  0.009
H7 0.23524 0.35707 -4.86896  0.667
H8 0.42804 -0.84297 -2.26422  -0.142
H9 2.48289 -0.60972 -3.93621  0.206
H10 1.61195 -1.76759 -4.87695  0.375
H11 3.09052 -3.01865 -3.49465  0.324
H12 1.46292 -3.43080 -3.22189  0.377
H13 2.79717 -1.44456 -1.42990  -0.554
H14 3.57195 -3.62155 -0.78307  0.532
H15 1.89939 -4.16588 -0.72419  0.354
H16 2.77353 -1.71283 0.86349  -0.208
H17 3.18850 -3.22686 1.53716  0.261
H18 1.46861 -0.73655 3.99709  0.338
H19 1.90925 0.41304 2.73300  0.363
H20 2.25978 -1.33502 2.52645  0.704
H21 -0.58753 0.28082 4.34669  0.396
H22 -2.66845 1.83038 4.44683  0.132
H23 -3.66858 2.44342 2.15783  0.483
O1 -1.06824 6.35006 -0.20353  -0.505
C16 -0.70851 5.04828 -0.29333  0.035
O2 0.38224 4.77180 -0.83933  -0.600
C17 -1.72256 4.09525 0.28613  0.474
C18 -3.07145 4.54840 0.50773  -0.482
C19 -4.11433 3.69378 0.39173  -1.136
C20 -4.11734 2.43848 -0.20738  -0.268
C21 -3.00409 1.57481 -0.16270  0.476
N6 -1.16049 2.89885 0.61689  -0.323
C22 -3.39244 -4.07222 6.02942  0.722
O3 -3.83443 -4.43517 7.03990  -0.431
O4 -3.05964 -3.56924 5.01113  -0.344
H24 -0.45995 6.86061 -0.77304  0.331
H25 -3.20031 5.67225 0.45826  0.193
H26 -5.13228 4.15112 0.67156  0.032
H27 -4.93945 2.21536 -0.90581  0.099
C23 5.23880 0.66555 -0.04920  -1.988
C24 3.99412 1.41391 -0.46862  1.063
O5 2.85334 0.72286 -0.03961  -0.295
C25 4.03109 2.73772 0.47227  0.520
F1 3.03004 3.62877 0.09375  -0.210
F2 5.22390 3.40461 0.45022  -0.313
F3 3.79588 2.35769 1.74236  -0.233
C26 4.04239 1.70590 -1.99195  0.475
F4 5.05444 2.59611 -2.37233  -0.321
F5 4.33339 0.57866 -2.73272  -0.308
F6 2.81458 2.20385 -2.53867  -0.256
H28 5.32009 0.55206 1.07467  0.327
H29 6.11465 1.22265 -0.37631  0.516
H30 5.43168 -0.34219 -0.50830  0.272
C27 -1.85526 -1.95549 -0.02828  -0.721
C28 -1.14009 -2.83069 1.00007  2.070
C29 -1.93082 -2.86033 2.31560  -1.765
C30 -0.85836 -4.24354 0.67515  -1.852
N7 1.12019 -3.02666 1.49010  -1.631
H31 -2.87349 -2.35981 0.18419  0.299
H32 -1.55193 -2.04769 -1.08707  0.173
H33 -1.90051 -0.91090 0.26743  -0.331
H34 -2.90551 -3.36440 2.17452  0.614
H35 -2.12680 -1.80526 2.62596  0.333
H36 -1.33436 -3.34195 3.16517  0.263
H37 -1.79005 -4.77215 0.95890  0.434
H38 0.04206 -4.75033 1.08724  0.289
H39 -0.81833 -4.33322 -0.42980  0.298

Cartesian forces (eV/Å) of the 6 atoms listed first:
Pb -1.4 0.5 0.5
C -0.3 0.5 -1.5
C -2.3 0.4 3.5
N 1.9 0.9 -1.1
C -0.3 0.1 0.6
C -0.8 -0.9 -0.5

The HOMO energy (spin up / spin down) is 0.95 / 0.60 eV. The orbital gap (spin up / spin down) is 2.6 / 2.9 eV. Its net charge is -2. Its total energy is -73956.502 eV.



# 8
Molecular formula: BrH2IO2Si
Method: DFT, wB97M-V/def2-TZVPD

Last column: natural (NBO) charge in e.
Positions of all 7 atoms, in Å:
O1 -0.19429 -0.14438 1.59063  -1.180
Si1 -0.95973 0.10092 0.31908  2.044
O2 -1.19957 -0.86638 -0.91587  -1.110
Br1 -2.10713 1.84834 -0.23234  -0.294
H1 -0.93632 -1.85780 -0.82836  0.537
I1 2.99740 1.15455 -0.21938  -0.105
H2 2.39966 -0.23524 0.28624  0.109

Cartesian forces (eV/Å) of the 6 atoms listed first:
O 0.3 -0.1 0.3
Si -0.2 0.7 0.3
O 0.5 -3.5 -0.6
Br 0.1 0.2 0.1
H -0.6 2.7 -0.2
I 0.0 0.2 -0.1

The structure (SMILES) is O=[Si](O)Br.I. The HOMO energy is -10.04 eV. The orbital gap is 9.7 eV. The relative energy (zero: lowest compared OMol25 entry of this formula, charge and spin) comes out at 57.2 kcal per mole. Its total energy is -90150.632 eV.